(1)
Molecular formula: C21H42Ge2IrO7P2Si
Method: DFT, ωB97M-V/def2-TZVPD

Geometry as XYZ:
```
76
Properties=species:S:1:pos:R:3
Ir -0.967 1.986 -0.095
C 3.396 1.402 -1.609
C 1.894 1.108 -1.681
Ge 1.254 0.619 0.155
C 1.904 1.451 1.844
C 3.397 1.812 1.815
C 2.384 -1.067 0.448
C 1.951 -2.282 0.256
Ge -0.214 -1.876 0.242
C -1.101 -2.408 1.906
C -0.878 -3.823 2.440
C -0.685 -2.673 -1.511
C -0.142 -4.074 -1.759
C 2.446 -3.619 0.091
C 1.760 -4.743 0.588
C 2.319 -6.000 0.498
C 3.561 -6.160 -0.115
C 4.243 -5.060 -0.638
C 3.690 -3.802 -0.553
H 3.760 1.594 -2.622
H 3.962 0.554 -1.211
H 3.623 2.283 -1.002
H 1.670 0.229 -2.289
H 1.321 1.950 -2.065
H 1.694 0.692 2.601
H 1.285 2.325 2.067
H 4.038 0.968 1.556
H 3.697 2.145 2.811
H 3.620 2.619 1.116
H 3.349 -0.848 0.922
H -2.148 -2.237 1.638
H -0.813 -1.649 2.634
H -1.184 -4.588 1.721
H -1.485 -3.962 3.336
H 0.159 -4.000 2.726
H -0.336 -1.959 -2.255
H -1.766 -2.633 -1.467
H 0.945 -4.116 -1.758
H -0.477 -4.392 -2.748
H -0.523 -4.802 -1.039
H 0.790 -4.611 1.049
H 1.795 -6.859 0.899
H 3.998 -7.150 -0.193
H 5.212 -5.196 -1.108
H 4.215 -2.941 -0.956
C -5.072 0.337 0.728
C -4.424 1.044 -0.460
O -5.291 1.205 -1.599
P -3.977 2.763 -0.069
O -3.670 3.471 -1.438
O -5.265 3.498 0.429
O -2.797 2.870 0.864
P -2.980 0.081 -1.104
O -2.228 1.118 -2.115
O -3.481 -1.124 -1.776
O -1.868 -0.074 -0.011
H -6.014 0.826 0.976
H -4.416 0.359 1.605
H -5.276 -0.705 0.474
H -5.657 0.346 -1.851
H -4.421 3.467 -2.082
H -5.335 3.741 1.378
H -2.497 1.019 -3.055
C 1.954 4.387 -0.027
Si 0.139 4.106 0.197
C -0.751 4.870 -1.277
C -0.322 4.777 1.856
H 2.095 5.477 -0.004
H 2.333 4.022 -0.992
H 2.557 3.960 0.782
H -0.039 5.593 -1.699
H -1.655 5.383 -0.927
H -1.042 4.169 -2.066
H -0.009 5.832 1.880
H 0.197 4.253 2.666
H -1.400 4.721 2.035
```

## Properties
2S+1: 6
Net charge: +2
E_HOMO (alpha / beta), Eh: -0.4753 / -0.5345
Energy above the lowest of the compared OMol25 structures with the same formula, charge and spin, eV: 1.0281
Orbital gap (alpha / beta), eV: 7.47 / 6.01
LUMO (alpha / beta), eV: -5.5 / -8.5
DFT total energy, hartree: -6581.881279

***

(2)
Molecular formula: C21H42N4O7PS2
Method: DFT, ωB97M-V/def2-TZVPD

Geometry as XYZ:
```
77
Properties=species:S:1:pos:R:3
C -1.013 -3.247 0.260
C -1.452 -2.006 -0.497
C -0.741 -0.530 -0.300
C 0.394 -0.540 -1.482
C -0.129 -1.117 -2.934
O 0.306 -2.490 -3.241
C 0.318 -2.667 -4.731
C -1.173 -2.587 -5.410
C 0.003 -0.334 1.186
O -0.968 0.433 2.035
C -2.223 0.474 1.212
C -3.075 1.645 1.977
C -3.663 0.943 3.377
C -5.297 0.678 3.312
C -5.743 -0.524 2.290
S -7.125 -0.049 1.090
C -6.589 -0.558 -0.649
N -7.374 -0.604 -1.952
N -6.694 -0.994 -3.108
C -5.286 -1.279 -2.614
O -5.283 -1.028 -1.137
N -1.659 0.704 -0.170
S -0.782 2.246 -0.017
P -2.734 1.056 -1.546
N -3.898 2.363 -1.210
O -1.687 1.697 -2.797
H -1.759 -3.903 0.909
H 0.128 -3.549 0.262
H -2.383 -2.185 -1.221
H 0.907 0.499 -1.656
H 1.254 -1.273 -1.115
H 0.377 -0.419 -3.758
H -1.298 -0.962 -3.084
H 0.818 -3.719 -4.993
H 1.028 -1.864 -5.255
H -1.610 -1.501 -5.505
H -1.070 -3.026 -6.512
H -1.993 -3.240 -4.883
H 0.222 -1.292 1.821
H 1.052 0.197 1.147
H -2.750 -0.534 1.484
H -2.443 2.574 2.324
H -4.028 2.023 1.404
H -3.499 1.749 4.236
H -3.065 -0.040 3.668
H -5.604 0.331 4.408
H -5.811 1.678 2.977
H -6.186 -1.402 2.955
H -4.880 -0.970 1.638
H -4.386 -1.629 -3.308
H 0.601 2.043 -0.149
H -4.160 2.809 -2.135
H -3.483 3.141 -0.649
H -2.237 2.159 -3.496
C 3.018 1.273 3.278
O 3.942 1.214 2.203
C 4.387 2.511 1.804
C 5.681 2.406 0.993
O 6.844 2.246 1.816
C 7.005 0.956 2.422
C 7.452 -0.119 1.428
O 6.337 -0.586 0.665
C 6.737 -1.191 -0.554
H 2.125 1.833 2.987
H 2.730 0.251 3.536
H 3.486 1.730 4.156
H 4.559 3.142 2.684
H 3.601 2.956 1.184
H 5.828 3.355 0.466
H 5.626 1.626 0.231
H 6.106 0.662 2.968
H 7.800 1.081 3.163
H 7.861 -0.976 1.973
H 8.223 0.293 0.767
H 7.260 -0.466 -1.184
H 5.839 -1.520 -1.083
H 7.375 -2.058 -0.362
```

## Properties
Net charge: +1
E_HOMO, Eh: -0.3983
Orbital gap, eV: 7.16
LUMO, eV: -3.7
DFT total energy, hartree: -2707.915574

***

(3)
Molecular formula: C21H42N7O12
Method: DFT, ωB97M-V/def2-TZVPD

Geometry as XYZ:
```
82
Properties=species:S:1:pos:R:3
C -6.182 -1.486 0.361
N -5.045 -0.807 0.962
H -5.255 -0.592 1.933
C -4.652 0.410 0.273
C -4.201 1.494 1.258
C -3.678 2.713 0.480
O -3.133 3.669 1.353
H -3.700 3.702 2.137
C -2.578 2.277 -0.494
C -2.142 3.433 -1.393
O -0.967 3.109 -2.108
H -1.199 2.382 -2.700
H -2.957 3.675 -2.083
H -1.925 4.304 -0.773
H -1.718 1.932 0.100
O -3.015 1.229 -1.347
C -3.459 0.096 -0.653
O -2.445 -0.422 0.174
C -1.520 -1.277 -0.450
C -0.144 -1.133 0.230
O 0.756 -0.707 -0.754
C 2.068 -0.360 -0.315
C 2.990 -1.599 -0.265
O 2.936 -2.198 1.002
H 2.015 -2.469 1.167
C 4.471 -1.291 -0.542
C 4.806 0.200 -0.307
N 4.425 0.629 1.013
C 5.069 0.264 2.067
N 4.617 0.697 3.281
H 4.941 0.199 4.094
H 3.652 0.980 3.317
N 6.194 -0.499 2.095
H 1.003 2.145 -1.762
H 6.705 -0.570 2.958
H 6.743 -0.583 1.257
C 4.037 1.057 -1.330
O 4.550 0.926 -2.620
H 4.571 -0.022 -2.838
H 4.180 2.113 -1.077
C 2.518 0.733 -1.302
N 1.726 1.932 -1.088
C 1.788 2.748 -0.037
N 0.996 3.828 -0.066
H 0.330 3.924 -0.819
H 0.931 4.450 0.720
N 2.589 2.526 0.993
H 2.654 3.244 1.695
H 3.329 1.748 1.010
H 2.252 0.366 -2.297
H 5.881 0.354 -0.505
H 5.031 -1.907 0.172
O 4.763 -1.677 -1.871
H 5.702 -1.870 -1.959
H 2.655 -2.295 -1.049
H 2.012 0.045 0.703
O 0.184 -2.367 0.785
C -0.525 -3.405 0.101
C -0.611 -4.625 0.997
H 0.387 -4.926 1.301
H -1.084 -5.440 0.460
H -1.201 -4.387 1.876
H 0.008 -3.642 -0.832
C -1.890 -2.777 -0.264
O -2.817 -2.936 0.777
H -3.275 -2.087 0.933
C -2.483 -3.401 -1.546
O -3.792 -2.945 -1.752
H -4.292 -3.187 -0.960
H -2.468 -4.494 -1.441
H -1.901 -3.121 -2.425
H -0.178 -0.404 1.056
H -1.407 -1.025 -1.509
H -3.749 -0.627 -1.427
H -4.513 3.154 -0.095
O -5.210 1.872 2.159
H -5.992 2.161 1.670
H -3.394 1.094 1.881
H -5.467 0.815 -0.352
H -6.351 -2.415 0.902
H -7.105 -0.891 0.387
H -5.954 -1.716 -0.679
```

## Properties
Net charge: +1
E_HOMO, Eh: -0.4245
Energy above the lowest of the compared OMol25 structures with the same formula, charge and spin, eV: 0.0000
SMILES: CN[C@@H]1[C@H](O[C@H]2[C@H](O[C@H]3[C@H](O)[C@@H](O)[C@H](N=C(N)N)[C@@H](O)[C@@H]3NC(N)=[NH2+])O[C@@H](C)[C@]2(O)CO)O[C@@H](CO)[C@H](O)[C@H]1O
Orbital gap, eV: 9.65
LUMO, eV: -1.9
DFT total energy, hartree: -2111.445599

***

(4)
Molecular formula: C21H42NO24Tl
Method: DFT, ωB97M-V/def2-TZVPD

Geometry as XYZ:
```
89
Properties=species:S:1:pos:R:3
Tl -19.798 10.332 -10.760
N -16.495 11.635 -10.476
O -16.846 10.612 -11.068
O -17.399 12.279 -9.934
O -15.351 12.029 -10.443
C -21.360 8.070 -15.091
O -19.997 8.028 -15.499
C -19.128 8.666 -14.745
O -19.329 9.125 -13.636
O -17.964 8.714 -15.389
C -16.864 9.270 -14.705
H -21.512 7.670 -14.088
H -21.968 7.461 -15.753
H -21.719 9.097 -15.150
H -15.907 8.787 -14.911
H -17.052 9.151 -13.641
H -16.700 10.303 -15.011
C -15.537 7.447 -11.108
O -16.338 6.520 -11.804
C -17.668 6.607 -11.726
O -18.242 7.513 -11.160
O -18.179 5.630 -12.442
C -19.614 5.600 -12.510
H -15.978 7.702 -10.142
H -15.440 8.389 -11.656
H -14.564 6.982 -10.972
H -20.029 5.584 -11.503
H -19.912 4.696 -13.029
H -19.969 6.483 -13.036
C -18.401 15.152 -10.337
O -19.647 15.430 -10.955
C -20.564 14.502 -11.176
O -20.470 13.329 -10.823
O -21.655 15.085 -11.569
C -22.682 14.362 -12.245
H -17.756 16.017 -10.448
H -17.888 14.331 -10.841
H -18.571 14.873 -9.301
H -23.568 14.990 -12.218
H -22.917 13.409 -11.777
H -22.434 14.223 -13.297
C -12.329 9.952 -10.367
O -11.602 10.811 -9.505
C -10.321 10.555 -9.198
O -9.794 9.503 -9.433
O -9.860 11.591 -8.568
C -8.475 11.707 -8.215
H -13.183 10.483 -10.775
H -12.735 9.077 -9.857
H -11.653 9.635 -11.161
H -7.830 11.067 -8.810
H -8.405 11.529 -7.144
H -8.179 12.742 -8.380
C -20.587 12.250 -14.850
O -19.344 12.909 -14.939
C -18.472 12.693 -13.974
O -18.661 12.092 -12.946
O -17.329 13.221 -14.365
C -16.181 13.221 -13.552
H -21.283 12.646 -15.586
H -21.035 12.365 -13.860
H -20.493 11.182 -15.060
H -15.353 13.645 -14.109
H -15.901 12.226 -13.197
H -16.325 13.854 -12.671
C -16.136 10.572 -7.308
O -16.287 9.160 -7.228
C -17.298 8.563 -7.826
O -18.023 9.069 -8.660
O -17.329 7.323 -7.407
C -18.152 6.379 -8.102
H -15.532 10.788 -8.192
H -15.584 10.907 -6.435
H -17.096 11.083 -7.373
H -17.510 5.686 -8.644
H -18.856 6.855 -8.779
H -18.705 5.790 -7.376
C -8.927 15.875 -13.212
O -10.199 15.515 -12.661
C -10.813 14.427 -13.031
O -10.507 13.706 -13.956
O -11.845 14.205 -12.229
C -12.721 13.128 -12.482
H -8.101 15.312 -12.785
H -8.815 16.927 -12.961
H -8.936 15.781 -14.296
H -13.667 13.404 -12.016
H -12.412 12.191 -12.020
H -12.889 12.990 -13.550
```

## Properties
Net charge: +2
E_HOMO, Eh: -0.5520
Energy above the lowest of the compared OMol25 structures with the same formula, charge and spin, eV: 0.3655
Orbital gap, eV: 1.93
LUMO, eV: -13.1
DFT total energy, hartree: -2857.473241